Computed, not measured: one molecule with the formula C6H12O2, with ωB97M-V/def2-TZVPD.

Last column: Löwdin charge in e.
Positions of all 20 atoms, in Å:
C  2.41439  0.37668  1.25280  -0.11
C  1.68782  0.91398  -0.03520  -0.23
C  0.81114  -0.19981  -0.64731  -0.23
C  -0.25323  -0.81857  0.28281  -0.24
C  -1.54824  -0.07561  0.22783  -0.13
C  -2.40827  -0.28943  -1.02431  -0.55
O  -1.92400  -0.54302  -2.05985  0.13
O  -3.67434  0.16083  -0.89099  0.08
H  1.67946  0.27767  2.10094  0.08
H  3.24103  0.91506  1.49909  0.01
H  2.80800  -0.66547  0.97459  0.10
H  2.45845  1.29540  -0.75301  0.11
H  0.98758  1.75444  0.23141  0.11
H  0.28439  0.00936  -1.57188  0.09
H  1.29394  -1.18932  -0.88198  0.12
H  -0.49250  -1.79231  -0.00043  0.09
H  0.22928  -0.85553  1.31960  0.12
H  -1.37248  1.08576  0.51425  0.17
H  -2.00830  -0.40792  1.20261  0.12
H  -4.21412  0.04781  -1.74097  0.16

The largest force on an atom comes out at 0.0840 Eh/bohr. As for the total charge: 0. The value obtained for the LUMO energy is 0.73 eV. The HOMO energy is -10.3 eV. As for the multiplicity: 1. As for the relative energy (zero: lowest compared OMol25 entry of this formula, charge and spin): 33.74 kcal/mol. The structure (SMILES) is CCCCCC(=O)O. The calculation puts the orbital gap at 0.4061 Eh. The calculation puts the electronic energy at -10510.8438 eV.

Computed, not measured: one molecule with the formula C5H11N, with ωB97M-V/def2-TZVPD.

Last column: Löwdin charge in e.
Positions of all 17 atoms, in Å:
C  1.99732  -0.95195  -0.15797  -0.14
C  1.09919  0.18482  -0.49862  -0.25
C  0.13937  0.39579  0.80184  -0.17
C  -0.86722  1.50969  0.84254  -0.12
N  -0.89051  0.63214  -0.24722  -0.26
C  -1.77906  -0.44721  -0.44634  -0.11
H  2.56918  -0.66548  0.71952  0.07
H  1.37251  -1.82199  0.09675  0.08
H  2.62243  -1.22006  -1.00900  0.07
H  1.55055  1.15363  -0.70332  0.11
H  0.63796  -0.08996  -1.49571  0.11
H  -0.13364  -0.39811  1.54322  0.13
H  -0.57681  2.53835  0.65277  0.10
H  -1.75680  1.37404  1.45568  0.11
H  -1.24960  -1.26144  -0.97698  0.09
H  -2.58007  -0.08358  -1.08166  0.08
H  -2.15479  -0.84868  0.50453  0.08

The largest force on an atom comes out at 0.0528 Eh/bohr. As for the total charge: 0. The value obtained for the LUMO energy is 1.16 eV. The HOMO energy is -8.1 eV. As for the multiplicity: 1. As for the relative energy (zero: lowest compared OMol25 entry of this formula, charge and spin): 91.73 kcal/mol. The structure (SMILES) is CC[C@H]1CN1C. The calculation puts the orbital gap at 0.3410 Eh. The calculation puts the electronic energy at -6849.5506 eV.

Computed, not measured: a 8-piece molecular cluster, C57H61B2ClF6IN2O6 overall, with ωB97M-V/def2-TZVPD.

Last column: Löwdin charge in e.
Positions of all 136 atoms, in Å:
C  8.30823  -5.48420  5.21033  -0.08
O  8.44998  -5.76648  3.77147  -0.09
B  7.96475  -4.54692  3.09743  -0.41
O  8.99108  -3.50667  2.75174  0.07
C  6.36862  -4.28062  2.65488  -0.15
O  6.41352  -3.91905  1.23096  -0.14
C  5.07400  -3.53634  0.78061  -0.19
F  5.15090  -2.01836  0.75366  0.01
C  5.07079  -3.82608  -0.87003  -0.09
F  4.60637  -5.14961  -1.27298  0.01
F  6.48547  -3.53384  -1.30906  0.02
C  4.12193  -2.72261  -1.68962  -0.12
F  2.83928  -2.42902  -1.00815  0.04
F  4.88068  -1.51567  -2.12622  0.05
F  3.74663  -3.43434  -2.96919  0.02
C  3.79638  -4.12533  1.57625  -0.04
C  3.01992  -2.92509  2.46787  -0.09
C  1.34629  -2.99013  2.35173  0.03
C  0.42765  -1.88293  3.19522  -0.01
C  1.28745  -0.79896  4.07543  -0.01
C  2.92502  -0.95562  4.06937  -0.07
N  3.76385  -1.93721  3.33458  0.04
N  4.01342  -5.40803  2.43718  -0.22
C  3.20266  -6.44309  1.76694  -0.19
C  3.14726  -7.99444  2.09620  -0.61
C  4.15312  -8.72772  3.10920  -0.17
Cl  3.24338  -9.00439  0.49228  0.55
O  3.65998  -4.93463  3.62375  0.07
B  3.00122  -5.70633  4.60531  -0.48
O  1.49902  -5.81542  4.58417  0.07
O  3.65229  -6.48672  5.71665  0.07
C  5.51185  -5.71951  2.60920  -0.44
I  6.46351  -6.87762  1.03197  1.23
H  8.03313  -4.34790  5.40437  0.12
H  9.29449  -5.71346  5.81213  0.13
H  7.44963  -6.13991  5.66010  0.11
H  9.12877  -2.91840  3.55042  0.12
H  5.89264  -3.48596  3.36409  0.17
H  3.00416  -4.33815  0.70351  0.17
H  0.77816  -3.77408  1.68305  0.10
H  -0.74053  -1.83297  3.15322  0.11
H  0.79039  0.08172  4.70959  0.11
H  3.50383  -0.14419  4.72928  0.12
H  2.07690  -6.03359  1.76457  0.17
H  3.48582  -6.41625  0.60257  0.12
H  2.04286  -8.24643  2.48365  0.13
H  3.59507  -9.63148  3.65351  0.12
H  5.02056  -9.25039  2.48112  0.06
H  4.67747  -8.09306  3.93207  0.07
H  1.19869  -6.29119  3.75022  0.10
H  2.90673  -6.69383  6.38440  0.15
H  5.76928  -6.23999  3.62507  0.13
C  -2.48953  1.82129  1.17451  -0.09
C  -3.17704  1.74417  -0.03633  -0.09
C  -2.82546  0.77797  -0.97849  -0.09
C  -1.79180  -0.11836  -0.70531  -0.09
C  -1.10679  -0.04360  0.50715  -0.11
C  -1.45225  0.92861  1.44545  -0.10
H  -2.76156  2.57663  1.90712  0.10
H  -3.98703  2.43824  -0.24626  0.10
H  -3.35691  0.72246  -1.92464  0.11
H  -1.52091  -0.87454  -1.43739  0.10
H  -0.30236  -0.74324  0.72055  0.07
H  -0.91473  0.99008  2.38762  0.08
C  -6.10802  4.02694  1.58331  -0.10
C  -6.82571  5.19849  1.82242  -0.09
C  -8.20372  5.22865  1.61033  -0.10
C  -8.86615  4.08316  1.16813  -0.09
C  -8.14895  2.91053  0.93263  -0.09
C  -6.76949  2.88307  1.13583  -0.10
H  -5.03356  4.00480  1.74545  0.09
H  -6.31048  6.08906  2.17358  0.10
H  -8.76162  6.14357  1.79031  0.09
H  -9.94078  4.10507  1.00748  0.10
H  -8.66559  2.01748  0.58958  0.10
H  -6.21026  1.97094  0.94698  0.09
C  11.33503  -5.34383  -3.39972  -0.09
C  10.26630  -4.54356  -2.99701  -0.08
C  9.18826  -5.10901  -2.31663  -0.09
C  9.18363  -6.47442  -2.03002  -0.11
C  10.25416  -7.27398  -2.42947  -0.10
C  11.32790  -6.71015  -3.11804  -0.09
H  12.17343  -4.90339  -3.93296  0.10
H  10.27319  -3.47838  -3.21434  0.10
H  8.35258  -4.48640  -2.00889  0.08
H  8.34587  -6.91438  -1.49550  0.05
H  10.25114  -8.33773  -2.20460  0.10
H  12.15915  -7.33434  -3.43392  0.10
C  -2.21592  4.53645  -3.73524  -0.10
C  -1.40553  3.53425  -3.20268  -0.11
C  -0.93405  2.50876  -4.02176  -0.10
C  -1.26526  2.49099  -5.37694  -0.10
C  -2.07259  3.49533  -5.91025  -0.10
C  -2.55170  4.51571  -5.08914  -0.09
H  -2.58597  5.33362  -3.09584  0.10
H  -1.14184  3.55196  -2.14814  0.10
H  -0.30815  1.72433  -3.60508  0.10
H  -0.89391  1.69460  -6.01645  0.10
H  -2.32927  3.48222  -6.96670  0.10
H  -3.18516  5.29492  -5.50380  0.10
C  -8.86627  9.37768  -0.49871  -0.09
C  -9.51582  8.14849  -0.38941  -0.11
C  -10.78812  8.07915  0.17738  -0.10
C  -11.41552  9.24163  0.62630  -0.10
C  -10.76744  10.47133  0.51353  -0.09
C  -9.49128  10.53938  -0.04479  -0.09
H  -7.87331  9.43087  -0.93738  0.10
H  -9.02969  7.24365  -0.74553  0.10
H  -11.29120  7.12034  0.26854  0.10
H  -12.40904  9.18844  1.06356  0.09
H  -11.25720  11.37736  0.86194  0.10
H  -8.98444  11.49681  -0.12744  0.10
C  -17.58042  8.87529  -0.31404  -0.10
C  -16.75740  8.22387  0.60414  -0.10
C  -15.38694  8.12479  0.36579  -0.10
C  -14.83756  8.68638  -0.78717  -0.10
C  -15.66011  9.34109  -1.70350  -0.09
C  -17.03197  9.43204  -1.46966  -0.10
H  -18.64895  8.94933  -0.12961  0.10
H  -17.18458  7.79229  1.50589  0.10
H  -14.74691  7.61130  1.07811  0.10
H  -13.76886  8.61354  -0.97069  0.09
H  -15.23157  9.78010  -2.60115  0.10
H  -17.67326  9.93736  -2.18645  0.10
C  8.00215  -1.35496  -5.12028  -0.10
C  9.05188  -0.84934  -5.88656  -0.10
C  9.79797  0.23295  -5.42094  -0.09
C  9.50025  0.80385  -4.18322  -0.10
C  8.45288  0.29577  -3.41526  -0.10
C  7.70084  -0.78061  -3.88514  -0.10
H  7.41873  -2.19627  -5.48504  0.10
H  9.28820  -1.29866  -6.84789  0.10
H  10.61153  0.63097  -6.02128  0.10
H  10.08470  1.64416  -3.81797  0.10
H  8.22205  0.73976  -2.44999  0.10
H  6.88144  -1.17263  -3.28908  0.07

The largest force on an atom comes out at 0.1122 Eh/bohr. As for the total charge: +1. The value obtained for the LUMO energy is -3.72 eV. The HOMO energy is -10.0 eV. As for the multiplicity: 1. The calculation puts the orbital gap at 0.2317 Eh. The calculation puts the electronic energy at -113625.0252 eV.

Computed, not measured: C28H36F2FeN6 as an isolated structure, with ωB97M-V/def2-TZVPD.

Last column: Löwdin charge in e.
Positions of all 73 atoms, in Å:
Fe  0.06355  -0.01735  0.39957  0.77
C  1.45873  0.21256  3.21840  -0.17
C  2.50150  -0.34605  2.24487  -0.20
N  2.48326  0.36594  0.96460  -0.08
C  3.25450  1.61807  0.97730  -0.18
C  2.48248  2.80794  0.38632  -0.20
N  1.08635  2.87533  0.80182  -0.05
C  0.85335  3.03207  2.23593  -0.20
C  -0.15412  2.02339  2.78659  -0.17
N  0.21411  0.61433  2.53591  -0.09
H  1.86234  1.07888  3.74641  0.11
H  1.24221  -0.53908  3.97908  0.13
H  2.29049  -1.39011  2.03330  0.10
H  3.48638  -0.28181  2.72301  0.12
H  2.80604  -0.26933  0.23719  0.07
H  4.20078  1.49858  0.44109  0.12
H  3.51833  1.84295  2.01371  0.10
H  2.48419  2.74139  -0.70517  0.11
H  2.99024  3.73888  0.64917  0.12
H  0.74991  1.94835  0.55859  0.02
H  0.44779  4.02872  2.43252  0.12
H  1.78627  2.96380  2.80607  0.10
H  -1.13558  2.19310  2.33787  0.10
H  -0.24438  2.20635  3.86406  0.13
H  -0.55789  0.02328  2.83064  0.12
F  -2.53425  5.08568  0.05412  0.07
C  -2.64081  3.74937  0.15481  -0.27
C  -1.77604  2.95042  -0.54847  0.04
C  -1.89467  1.55726  -0.42385  -0.19
C  -2.87442  0.96185  0.39914  -0.04
C  -3.71632  1.85039  1.06790  -0.21
F  -4.65990  1.38160  1.89849  0.08
C  -3.62658  3.22273  0.96789  0.08
C  -2.87956  -0.50309  0.61589  -0.27
C  -4.00176  -1.21328  0.92972  -0.05
C  -3.81274  -2.58186  1.35047  -0.10
C  -2.62605  -3.18673  1.20962  -0.05
C  -1.50780  -2.49477  0.48998  -0.30
N  -1.63991  -1.04598  0.56458  -0.04
H  -1.00676  3.38668  -1.16619  0.13
H  -4.29834  3.85832  1.52654  0.14
H  -4.97549  -0.75360  0.96716  0.09
H  -4.64161  -3.10293  1.81535  0.10
H  -2.47032  -4.20560  1.54300  0.10
H  -1.48321  -2.82341  -0.56965  0.15
C  0.09854  -1.43476  -3.80866  -0.03
C  0.15652  0.08762  -3.62072  -0.59
C  -0.70664  0.76500  -4.70173  -0.04
C  1.59271  0.60897  -3.72756  -0.04
C  -0.44255  0.45906  -2.32837  0.06
C  -1.09042  0.79312  -1.35943  -0.02
H  0.50560  -1.69497  -4.78750  0.09
H  -0.93237  -1.78436  -3.75676  0.10
H  0.66541  -1.96286  -3.04321  0.06
H  -0.31741  0.50498  -5.68762  0.09
H  -0.68613  1.85003  -4.59553  0.09
H  -1.74120  0.42956  -4.63692  0.09
H  1.96938  0.41345  -4.73271  0.09
H  2.26575  0.12111  -3.01937  0.06
H  1.62910  1.68483  -3.55237  0.09
N  2.36619  -1.58929  -1.40304  0.07
C  1.58759  -2.51476  -0.65011  -0.45
C  1.72711  -3.86268  -0.86239  -0.09
C  1.10855  -4.73122  0.10022  -0.13
C  0.28913  -4.24868  1.04541  -0.08
C  -0.09559  -2.79827  1.04355  -0.32
N  0.83858  -1.94533  0.30627  -0.03
H  2.83769  -2.03449  -2.17837  0.09
H  1.77947  -0.83337  -1.74463  0.01
H  2.38251  -4.23915  -1.63482  0.08
H  1.35265  -5.78793  0.08693  0.09
H  -0.11562  -4.88927  1.81845  0.09
H  -0.12884  -2.42964  2.08566  0.12

The largest force on an atom comes out at 0.0337 Eh/bohr. As for the total charge: 0. The value obtained for the LUMO energy (spin up / spin down) is 0.04 / -0.19 eV. The HOMO energy (spin up / spin down) is -5.8 / -5.8 eV. As for the multiplicity: 5. As for the relative energy (zero: lowest compared OMol25 entry of this formula, charge and spin): 26.30 kcal/mol. The calculation puts the orbital gap (spin up / spin down) at 0.2142 / 0.2052 Eh. The calculation puts the electronic energy at -78379.9182 eV.